DFT (ωB97M-V with the def2-TZVPD basis set) results for a structure of composition C8H8N2O in a non-equilibrium geometry.

Calculated values
highest occupied orbital energy = -8.11 eV
relative energy (zero: lowest compared OMol25 entry of this formula, charge and spin) = 640.2 kJ/mol
lowest unoccupied orbital energy = 0.7 eV

```
! wB97M-V def2-TZVPD RIJCOSX def2/J DEFGRID3
* xyz 0 1
C 1.9967 0.3531 -2.5595
C 0.1411 0.1016 -1.3363
C -0.0810 -1.2417 -0.8925
C -0.5401 -1.6424 0.2853
C -0.8083 -0.4814 1.2706
C -1.3212 -0.5437 2.5168
C -0.7274 0.8728 0.9112
C -0.2008 1.0900 -0.3721
H 2.6476 1.3530 -1.9525
H 2.1824 -0.4951 -2.3730
H 2.4630 0.5490 -3.5155
H 0.1528 -1.8947 -1.5276
H -0.5755 -2.8213 0.7252
H -1.4683 -1.3522 3.3507
H -2.0028 1.1903 3.7619
H 0.0119 2.2374 -0.5845
N -1.4672 0.7447 2.8947
N -1.0456 1.5309 1.9369
O 0.6428 0.4498 -2.5397
*
```



DFT (ωB97M-V with the def2-TZVPD basis set) results for the molecule C6H13N in a non-equilibrium geometry.

Calculated values
highest occupied orbital energy = -8.70 eV
relative energy (zero: lowest compared OMol25 entry of this formula, charge and spin) = 69.8 kJ/mol
lowest unoccupied orbital energy = 1.1 eV

```
! wB97M-V def2-TZVPD RIJCOSX def2/J DEFGRID3
* xyz 0 1
C -0.1664 2.3479 1.6198
C 0.4441 1.4071 0.6268
C -0.2605 0.5033 -0.0683
C -1.7946 0.4152 0.0250
C 0.4044 -0.3721 -1.1097
C 0.7189 -1.7278 -0.4848
N 1.4565 -2.6817 -1.2831
H -0.4192 1.8058 2.5372
H 0.5741 3.0927 1.9401
H -1.0052 2.9436 1.2609
H 1.5026 1.5432 0.4268
H -2.0057 -0.4601 0.6327
H -2.1379 1.3020 0.5427
H -2.1539 0.3767 -0.9999
H -0.2267 -0.5147 -1.9877
H 1.3039 0.1918 -1.3693
H 1.1985 -1.5624 0.4915
H -0.2511 -2.1153 -0.1058
H 0.8959 -3.1275 -1.9825
H 1.9223 -3.3678 -0.7125
*
```



DFT (ωB97M-V with the def2-TZVPD basis set) results for a structure of composition C61H63As2FN8O3TeTi in a non-equilibrium geometry.

Calculated values
highest occupied orbital energy (alpha / beta) = -9.13 / -11.07 eV
relative energy (zero: lowest compared OMol25 entry of this formula, charge and spin) = 0.0 kJ/mol
lowest unoccupied orbital energy (alpha / beta) = -4.1 / -4.1 eV

```
! wB97M-V def2-TZVPD RIJCOSX def2/J DEFGRID3
* xyz 2 3
Ti 0.0854 -0.1503 0.6186
C 0.8868 -2.9658 1.7248
N 0.7236 -2.5069 0.3235
C 1.6057 -3.2793 -0.5550
C 1.5853 -2.7929 -1.9584
N 1.0531 -1.6886 -2.3790
C 1.3480 -1.6476 -3.7472
C 1.0123 -0.6895 -4.7049
C 1.4541 -0.8950 -5.9968
C 2.2089 -2.0314 -6.3415
C 2.5395 -2.9926 -5.4073
C 2.0907 -2.7698 -4.1087
N 2.2194 -3.5055 -2.9358
C 1.4983 -1.8820 2.5516
N 1.1269 -0.6319 2.4395
C 1.8368 0.0668 3.4301
C 1.8116 1.4152 3.7788
C 2.6260 1.8107 4.8173
C 3.4489 0.8941 5.5014
C 3.4683 -0.4456 5.1713
C 2.6336 -0.8315 4.1274
N 2.3984 -2.0678 3.5247
H 1.4867 -3.8744 1.7811
H -0.0935 -3.1863 2.1442
H -0.2432 -2.6693 0.0471
H 1.3499 -4.3431 -0.5255
H 2.6253 -3.1764 -0.1730
H 0.4169 0.1762 -4.4395
H 1.2145 -0.1716 -6.7655
H 2.5361 -2.1560 -7.3654
H 3.1161 -3.8681 -5.6780
H 2.7118 -4.3745 -2.8213
H 1.1757 2.1206 3.2583
H 2.6355 2.8507 5.1161
H 4.0816 1.2504 6.3036
H 4.0937 -1.1519 5.7026
H 2.8234 -2.9464 3.7698
C 2.8613 1.1437 -2.3126
C 2.2583 2.3692 -3.0054
As 0.9451 3.4399 -1.9938
C 1.6118 5.2025 -2.4513
C 2.7489 5.6207 -1.7644
C 3.3267 6.8499 -2.0466
C 2.7638 7.6746 -3.0123
C 1.6263 7.2628 -3.6932
C 1.0487 6.0271 -3.4176
C -0.6294 3.3632 -3.1297
C -1.8163 3.7504 -2.5104
C -3.0141 3.7508 -3.2151
C -3.0360 3.3545 -4.5450
C -1.8561 2.9710 -5.1712
C -0.6576 2.9848 -4.4687
As 2.4184 0.7263 -0.4440
C 3.2419 2.2614 0.4363
C 2.4792 3.1121 1.2299
C 3.0764 4.1963 1.8640
C 4.4313 4.4419 1.6940
C 5.1920 3.6064 0.8817
C 4.6008 2.5153 0.2612
C 3.8188 -0.6020 -0.1720
C 4.3795 -0.7627 1.0931
C 5.3437 -1.7376 1.3161
C 5.7678 -2.5543 0.2738
C 5.2293 -2.3831 -0.9949
C 4.2553 -1.4156 -1.2167
H 3.9447 1.2292 -2.2762
H 2.6212 0.2416 -2.8692
H 1.8131 2.0602 -3.9470
H 3.0511 3.0732 -3.2482
H 3.1945 4.9847 -1.0096
H 4.2125 7.1651 -1.5088
H 3.2090 8.6370 -3.2302
H 1.1849 7.9030 -4.4465
H 0.1590 5.7239 -3.9571
H -1.8072 4.0509 -1.4674
H -3.9286 4.0627 -2.7263
H -3.9676 3.3538 -5.0969
H -1.8676 2.6720 -6.2122
H 0.2510 2.7037 -4.9845
H 1.4136 2.9487 1.3381
H 2.4739 4.8568 2.4757
H 4.8961 5.2883 2.1844
H 6.2479 3.7988 0.7391
H 5.2118 1.8629 -0.3505
H 4.0851 -0.1097 1.9076
H 5.7848 -1.8396 2.3011
H 6.5353 -3.2995 0.4431
H 5.5786 -2.9925 -1.8196
H 3.8608 -1.2885 -2.2162
F -4.4400 -4.7293 2.7000
C -4.5029 -3.3802 2.8331
C -3.4725 -2.6285 2.3059
C -3.4624 -1.2276 2.4686
C -2.4275 -0.4236 1.9657
O -1.4295 -1.0279 1.2852
C -2.4924 0.9990 2.1713
C -3.5479 1.5124 2.8471
N -4.5744 0.7591 3.3191
C -5.6396 1.3711 4.0722
C -6.1799 2.6877 3.6218
C -7.0084 1.4458 3.4640
C -4.5594 -0.6415 3.1686
C -5.5777 -1.4234 3.6594
C -5.5739 -2.8251 3.5001
N -6.6741 -3.5631 4.0353
C -7.0979 -4.7768 3.3703
C -8.5282 -5.0885 3.7604
N -8.5900 -5.2378 5.2667
C -8.0816 -3.9963 5.9678
C -6.6769 -3.7158 5.4807
C -1.5174 2.0309 1.6811
O -1.6416 3.2039 1.9033
O -0.4859 1.5521 0.9613
H -2.6646 -3.1249 1.7884
H -3.6053 2.5769 3.0206
H -5.5785 1.1968 5.1411
H -5.7714 3.1218 2.7196
H -6.4437 3.4024 4.3878
H -7.1214 1.0550 2.4610
H -7.8603 1.2988 4.1148
H -6.4230 -0.9638 4.1527
H -6.4604 -5.6401 3.6141
H -7.0611 -4.6454 2.2913
H -8.8890 -6.0178 3.3251
H -9.1989 -4.2709 3.5063
H -8.0050 -6.0306 5.5392
H -9.5390 -5.4572 5.5681
H -8.1331 -4.1768 7.0390
H -8.7608 -3.1931 5.6907
H -6.0056 -4.5294 5.8061
H -6.3274 -2.8023 5.9565
C -3.2817 0.7382 -1.1922
Te -1.4170 -0.0366 -1.8275
C -2.2020 -1.9985 -1.8564
H -3.6456 0.1476 -0.3543
H -3.9594 0.6779 -2.0395
H -3.1537 1.7785 -0.8964
H -3.0321 -2.0131 -2.5589
H -2.5516 -2.2400 -0.8520
H -1.4325 -2.6873 -2.1949
*
```



DFT (ωB97M-V with the def2-TZVPD basis set) results for a cluster of 2 separate species, C4H9N2O5P in total in a non-equilibrium geometry.

Calculated values
highest occupied orbital energy = -9.12 eV
relative energy (zero: lowest compared OMol25 entry of this formula, charge and spin) = 130.2 kJ/mol
lowest unoccupied orbital energy = 0.4 eV

```
! wB97M-V def2-TZVPD RIJCOSX def2/J DEFGRID3
* xyz 0 1
C -3.4806 0.1556 -0.2849
C -0.2613 -0.7550 0.6083
C -2.7450 -0.4641 0.9057
C -1.5524 -1.1346 0.3180
N 1.3437 1.1667 -0.9572
N 3.0264 0.4246 1.1368
O -4.5039 -0.2690 -0.7966
O -2.8746 1.2099 -0.8713
O 0.1193 0.3698 1.2496
O 3.6875 -0.2935 -1.4200
O 0.8918 -1.2041 0.0062
P 1.6015 0.2594 0.4505
H -2.4730 0.3193 1.6019
H -3.5013 -1.1597 1.3449
H -2.2034 1.6237 -0.2343
H -1.7934 -2.1310 -0.2541
H 2.1743 1.8879 -0.9835
H 1.1817 0.6116 -1.7507
H 3.1870 0.3763 2.0906
H 3.7407 -0.2629 -0.4746
H 4.4350 -0.7307 -1.6851
*
```



DFT (ωB97M-V with the def2-TZVPD basis set) results for the molecule C20H23N3O8 in a non-equilibrium geometry.

Calculated values
highest occupied orbital energy = -7.37 eV
relative energy (zero: lowest compared OMol25 entry of this formula, charge and spin) = 1798.3 kJ/mol
lowest unoccupied orbital energy = -0.5 eV

```
! wB97M-V def2-TZVPD RIJCOSX def2/J DEFGRID3
* xyz 0 1
C -0.7399 -5.2249 -0.6882
O -1.1179 -4.0492 -0.6523
C -1.8645 -3.7043 0.6742
O -2.2782 -4.5634 1.5775
C -2.0710 -2.0972 0.6693
N -1.4412 -1.3150 -0.3174
C -2.0261 -0.6393 -1.1762
O -3.3143 -0.3704 -1.2803
C -1.1111 0.2805 -2.0325
C -0.7183 1.7719 -1.2137
C -1.5925 1.7776 -0.2136
C -1.5127 1.3462 1.5090
C -2.6852 1.8356 1.9312
C -3.5128 2.6093 1.0878
C -4.8371 3.2631 1.3299
O -2.6803 2.3932 -0.0369
N 0.7616 1.6648 -0.9602
C 1.1763 2.4883 0.0739
O 0.5785 3.3975 0.3171
C 2.5397 2.2360 0.4685
N 3.0544 0.8757 0.2278
C 4.2280 0.3188 1.0102
C 3.5428 -0.2323 2.4929
O 3.1816 -1.5474 2.4225
C 2.5266 0.0046 -0.6203
O 3.0735 -0.9448 -1.3370
C 1.3379 0.4360 -1.4782
C 1.8854 1.0224 -3.0522
C 0.3054 -0.4931 -1.6183
C -0.0266 -1.2594 -0.4444
O 0.6790 -1.6299 0.6636
H 0.4499 -5.3118 -0.7592
H -1.0103 -5.3854 -1.7901
H -1.1719 -5.9150 -0.0466
H -1.5061 -1.7700 1.6871
H -3.0560 -2.0008 0.8229
H -1.2540 0.1105 -3.0923
H -0.8430 2.2394 -1.9124
H -0.6217 0.6529 1.7087
H -2.7579 1.5701 2.9321
H -5.2143 3.0109 2.1129
H -5.4431 2.6611 0.3757
H -4.6695 4.3164 0.8314
H 2.7742 2.3244 1.3294
H 3.2634 2.7215 -0.3053
H 4.6375 -0.7245 0.5058
H 4.8996 1.2693 1.1248
H 4.4145 -0.2221 2.9742
H 2.8773 0.5371 2.7656
H 2.4630 -1.4859 1.6327
H 2.2746 0.1813 -3.3654
H 2.5484 1.8353 -2.9022
H 1.0440 1.2528 -3.6323
H 0.5606 -1.5186 -2.3314
*
```



DFT (ωB97M-V with the def2-TZVPD basis set) results for a cluster of 2 separate species, C5H12O2 in total in a non-equilibrium geometry.

Calculated values
highest occupied orbital energy = -9.64 eV
relative energy (zero: lowest compared OMol25 entry of this formula, charge and spin) = 248.9 kJ/mol
lowest unoccupied orbital energy = 0.6 eV

```
! wB97M-V def2-TZVPD RIJCOSX def2/J DEFGRID3
* xyz 0 1
C 1.0456 0.1475 2.3688
C 0.4151 0.4247 1.2220
C -0.8527 -0.2306 0.8572
C -0.8186 -0.9247 -0.5400
C -1.1974 -0.0870 -1.7779
O -2.1953 0.9604 -1.4570
H 1.9588 0.6913 2.7146
H 0.8111 -0.4346 3.1941
H 0.8924 0.9963 0.4347
H -0.9496 -1.0337 1.6289
H -1.7461 0.3880 1.0436
H -1.3860 -1.8517 -0.5314
H 0.1661 -1.3487 -0.5690
H -0.3632 0.4615 -2.2000
H -1.4898 -0.7043 -2.6390
H -1.8175 1.5919 -0.8187
O 2.1679 0.5140 -1.0018
H 2.9010 0.5313 -1.7131
H 2.4583 -0.0916 -0.2160
*
```



DFT (ωB97M-V with the def2-TZVPD basis set) results for the molecule C9H14N2Si in a non-equilibrium geometry.

Calculated values
highest occupied orbital energy (alpha / beta) = -7.95 / -6.69 eV
relative energy (zero: lowest compared OMol25 entry of this formula, charge and spin) = 389.1 kJ/mol
lowest unoccupied orbital energy (alpha / beta) = 0.0 / -1.2 eV

```
! wB97M-V def2-TZVPD RIJCOSX def2/J DEFGRID3
* xyz 0 1
C -0.5347 -1.4173 3.8949
C 0.1909 -0.2914 3.5693
C -0.9539 -2.3327 2.9080
C 0.4206 -0.0428 2.2033
C -0.7720 -2.0693 1.5823
C -0.0520 -0.9167 1.1901
C 1.0865 0.1152 -0.7222
C 0.4048 1.3462 -1.1811
C 0.8798 1.3829 -3.4821
N 0.2284 -0.8629 -0.1025
N -0.1353 1.3637 -2.5280
Si -1.7526 0.8700 -2.8467
H -0.5694 -1.7616 4.9078
H 0.4529 0.3927 4.2601
H -1.4915 -3.3273 3.3220
H 0.9023 1.0282 2.0014
H -0.9397 -2.7888 0.8036
H 1.5946 -0.3511 -1.5156
H 1.8114 0.4894 0.0752
H -0.3286 1.5946 -0.5283
H 1.0667 2.1780 -1.2583
H 1.2686 2.3775 -3.6780
H 1.8228 0.8959 -3.0934
H 0.5128 0.9630 -4.4573
H -2.9850 1.5541 -3.0951
H -2.1282 -0.3896 -2.2295
*
```



DFT (ωB97M-V with the def2-TZVPD basis set) results for a cluster of 2 separate species, C5H12N2O2 in total in a non-equilibrium geometry.

Calculated values
highest occupied orbital energy = -7.53 eV
relative energy (zero: lowest compared OMol25 entry of this formula, charge and spin) = 315.5 kJ/mol
lowest unoccupied orbital energy = 0.3 eV

```
! wB97M-V def2-TZVPD RIJCOSX def2/J DEFGRID3
* xyz 0 1
C -0.7375 -0.6303 1.5870
C -0.6785 -0.2980 0.1052
C -1.6465 -1.1591 -0.6896
C -0.7511 1.0775 -0.2459
N -0.0306 2.0386 0.3903
H 0.2050 -0.3841 2.0712
H -0.8256 -1.7080 1.7173
H -1.5283 -0.1204 2.1406
H -2.6409 -1.1575 -0.2370
H -1.7809 -0.7966 -1.7084
H -1.2915 -2.1889 -0.7057
H -1.3044 1.4147 -1.1121
H 0.5139 1.7310 1.1874
H -0.1359 2.9928 0.0819
N 1.4007 0.4613 -1.4779
C 1.4825 -0.5809 -0.4623
O 1.9402 -1.6856 -0.7629
O 2.0949 0.0634 0.6714
H 1.4315 0.1104 -2.4240
H 1.6059 1.4178 -1.1914
H 2.6772 -0.5981 1.0651
*
```



DFT (ωB97M-V with the def2-TZVPD basis set) results for a cluster of 2 separate species, C4H7N3O2 in total in a non-equilibrium geometry.

Calculated values
highest occupied orbital energy = -10.42 eV
relative energy (zero: lowest compared OMol25 entry of this formula, charge and spin) = 247.8 kJ/mol
lowest unoccupied orbital energy = 0.4 eV

```
! wB97M-V def2-TZVPD RIJCOSX def2/J DEFGRID3
* xyz 0 1
N 1.1296 1.0496 -2.0044
C 1.0138 0.0526 -1.3868
C 0.8432 -0.8968 -0.2974
C -0.1725 -1.9843 -0.2184
N -0.3624 -0.7437 0.4988
C -1.5607 -0.0484 0.2239
N -1.4901 1.2894 0.1405
O -2.6281 -0.6431 0.1782
H 1.7721 -1.0879 0.2467
H 0.0577 -2.8596 0.3903
H -0.7284 -2.1564 -1.1429
H -2.3387 1.8270 0.0394
H -0.7260 1.8054 0.5507
O 1.8926 1.5426 1.1818
H 1.1535 0.9575 1.4126
H 2.1442 1.8960 0.1868
*
```



DFT (ωB97M-V with the def2-TZVPD basis set) results for a structure of composition C20H22N2ORhTe.

Calculated values
highest occupied orbital energy = -10.56 eV
relative energy (zero: lowest compared OMol25 entry of this formula, charge and spin) = 60.5 kJ/mol
lowest unoccupied orbital energy = -3.1 eV

```
! wB97M-V def2-TZVPD RIJCOSX def2/J DEFGRID3
* xyz 1 1
Rh -0.4785 1.0174 0.3611
N -1.3085 1.3988 2.3493
C -0.5754 2.4707 3.0104
C -0.8165 2.8362 4.3106
C -0.1147 3.8999 4.8986
C 0.8010 4.6086 4.1645
C 1.0618 4.2622 2.8233
C 1.9447 5.0030 2.0067
C 2.1021 4.6289 0.6987
C 1.4368 3.4930 0.2363
N 0.6392 2.7506 0.9680
C 0.3986 3.1600 2.2528
H -1.1847 0.5244 2.8514
H -2.3033 1.6022 2.3777
H -1.5666 2.3057 4.8853
H -0.3189 4.1624 5.9272
H 1.3303 5.4486 4.5954
H 2.4634 5.8581 2.4195
H 2.7384 5.1756 0.0186
H 1.5787 3.1840 -0.7910
C 0.2239 -1.8166 -0.3228
O 0.7390 -0.9029 -1.3032
C 0.5093 0.3946 -1.1302
C 1.2028 1.1310 -2.2497
H 0.8476 -1.7522 0.5683
H 0.2917 -2.8049 -0.7663
H -0.8168 -1.5717 -0.0813
H 1.5663 0.4527 -3.0180
H 2.0640 1.6525 -1.8274
H 0.5471 1.8828 -2.6910
C -3.9977 -0.9629 -0.1883
Te -2.7656 0.6384 -0.9206
C -2.4017 -0.6986 -2.5533
C -3.5394 -1.6826 -2.5419
C -3.8194 -2.4701 -3.6558
C -4.8579 -3.3825 -3.6223
C -5.6304 -3.5147 -2.4726
C -5.3586 -2.7336 -1.3645
C -4.3117 -1.8152 -1.3902
H -4.8996 -0.5419 0.2523
H -3.4575 -1.5192 0.5768
H -1.4437 -1.1940 -2.4075
H -2.3630 -0.1256 -3.4779
H -3.2234 -2.3611 -4.5538
H -5.0731 -3.9849 -4.4945
H -6.4498 -4.2200 -2.4463
H -5.9666 -2.8301 -0.4730
*
```



DFT (ωB97M-V with the def2-TZVPD basis set) results for a structure of composition C12H20IrNO2Si2 in a non-equilibrium geometry.

Calculated values
highest occupied orbital energy = -8.89 eV
lowest unoccupied orbital energy = -0.8 eV

```
! wB97M-V def2-TZVPD RIJCOSX def2/J DEFGRID3
* xyz 0 1
Ir -0.8645 1.4995 0.3715
C -1.7669 -1.7821 1.1498
Si -1.2397 -0.7271 -0.3338
C -2.7156 -0.5314 -1.5014
C 0.1395 -1.6340 -1.2357
C 0.0647 -2.8896 -1.8486
C 1.1794 -3.4362 -2.4572
C 2.3864 -2.7390 -2.4580
C 2.4706 -1.5000 -1.8502
C 1.3462 -0.9371 -1.2364
Si 1.2512 0.7108 -0.3340
C 1.8198 2.0871 -1.5012
C 2.4293 0.6383 1.1487
H -2.0228 -2.7941 0.8253
H -2.6427 -1.3750 1.6610
H -0.9470 -1.8767 1.8675
H -2.9722 -1.5163 -1.9047
H -2.4856 0.1139 -2.3513
H -3.5954 -0.1329 -0.9953
H -0.8684 -3.4439 -1.8537
H 1.1170 -4.4065 -2.9338
H 3.2577 -3.1701 -2.9352
H 3.4170 -0.9688 -1.8564
H 2.8007 1.8166 -1.9051
H 1.9152 3.0479 -0.9946
H 1.1456 2.2113 -2.3507
H 3.4332 0.3532 0.8231
H 2.1012 -0.1191 1.8662
H 2.5160 1.5999 1.6604
N -0.7695 1.3354 2.3910
C -1.4474 2.4946 3.0578
C -2.0287 3.5099 2.0513
O -2.5940 4.4880 2.4632
O -1.8478 3.2030 0.7903
H -1.1979 0.4560 2.6629
H 0.2070 1.2778 2.6626
H -0.7354 3.0096 3.6990
H -2.2563 2.1270 3.6855
*
```



| no. | electronic energy (eV) |
| --- | --- |
| 1 | -13447.593 |
| 2 | -7922.109 |
| 3 | -237136.886 |
| 4 | -26800.416 |
| 5 | -41944.007 |
| 6 | -9472.556 |
| 7 | -20412.952 |
| 8 | -12452.712 |
| 9 | -12824.962 |
| 10 | -36419.866 |
| 11 | -36949.535 |